1.
A structure of composition C37H33AlN6O8PS4Se. Source: the OMol25 dataset; level of theory: ωB97M-V/def2-TZVPD.

Last column: Löwdin charge in e.
Element x y z (Å)
Al 0.88 0.88 0.78  0.00
O 4.54 -1.22 1.62  0.06
C 4.29 -1.51 2.91  -0.26
C 5.21 -2.32 3.57  -0.02
C 5.03 -2.62 4.91  -0.10
C 3.94 -2.12 5.61  -0.10
C 3.02 -1.32 4.95  -0.02
C 3.17 -1.02 3.60  -0.06
C 2.13 -0.22 2.91  -0.36
O 2.39 0.26 1.73  -0.02
N 1.01 -0.04 3.51  0.04
N 0.11 0.75 2.76  -0.04
C -0.54 1.50 3.59  -0.85
S -2.01 2.38 3.24  0.96
C -1.63 3.64 4.46  -0.49
C -1.18 2.91 5.72  -0.51
S -0.01 1.61 5.25  0.98
H 3.85 -0.59 1.33  0.08
H 6.05 -2.70 3.01  0.11
H 5.75 -3.25 5.41  0.10
H 3.81 -2.34 6.66  0.09
H 2.16 -0.93 5.47  0.10
H -2.54 4.23 4.63  0.08
H -0.84 4.27 4.04  0.08
H -2.03 2.47 6.24  0.07
H -0.65 3.59 6.39  0.07
N -1.06 1.69 0.36  0.05
C -1.54 2.37 -0.83  -0.26
C -2.71 3.12 -0.75  -0.01
C -3.12 3.86 -1.84  -0.07
C -2.37 3.87 -3.01  -0.08
C -1.21 3.13 -3.09  -0.07
C -0.79 2.37 -2.00  -0.28
P 0.60 1.21 -2.00  1.15
C -0.20 -0.08 -3.04  -0.32
C -1.15 -0.86 -2.38  -0.08
C -1.86 -1.83 -3.06  -0.06
C -1.63 -2.04 -4.41  -0.09
C -0.69 -1.26 -5.08  -0.09
C 0.01 -0.28 -4.40  -0.09
C 1.90 1.97 -3.02  -0.34
C 2.83 1.18 -3.70  -0.11
C 3.94 1.77 -4.29  -0.09
C 4.14 3.14 -4.20  -0.09
C 3.24 3.92 -3.49  -0.07
C 2.13 3.34 -2.90  -0.08
H -0.83 2.53 0.96  0.01
H -1.83 1.20 0.82  0.09
H -3.27 3.14 0.17  0.11
H -4.03 4.45 -1.78  0.10
H -2.69 4.46 -3.86  0.10
H -0.62 3.12 -3.99  0.11
H -1.33 -0.73 -1.32  0.09
H -2.59 -2.43 -2.53  0.09
H -2.18 -2.81 -4.95  0.10
H -0.51 -1.42 -6.14  0.10
H 0.72 0.34 -4.93  0.09
H 2.70 0.11 -3.75  0.10
H 4.66 1.15 -4.82  0.10
H 5.02 3.59 -4.65  0.10
H 3.42 4.98 -3.37  0.11
H 1.46 3.95 -2.31  0.11
N -5.52 -4.92 -2.48  0.09
C -4.69 -4.49 -1.44  -0.34
C -5.03 -3.36 -0.69  -0.04
C -4.18 -2.90 0.29  -0.06
C -2.98 -3.55 0.54  -0.29
C -2.64 -4.68 -0.19  -0.07
C -3.49 -5.15 -1.17  -0.04
S -1.90 -2.95 1.82  0.55
O -1.09 -4.08 2.20  -0.35
O -2.76 -2.33 2.80  -0.31
N -1.03 -1.78 1.17  -0.10
C 0.09 -2.01 0.51  -0.67
S 0.77 -3.56 0.01  1.07
C 2.03 -2.73 -0.84  -0.38
C 1.93 -1.41 -0.67  -0.26
N 0.85 -0.99 0.08  -0.04
H -6.49 -4.65 -2.41  0.08
H -5.40 -5.88 -2.76  0.08
H -5.97 -2.86 -0.88  0.11
H -4.44 -2.04 0.89  0.11
H -1.73 -5.21 0.04  0.09
H -3.23 -6.03 -1.74  0.11
H 2.81 -3.28 -1.35  0.06
H 2.64 -0.67 -1.02  0.11
O -0.21 4.08 1.37  -0.50
Se 1.43 3.88 1.37  0.83
O 1.97 3.52 2.84  -0.45
O 1.59 2.46 0.40  -0.37
O 2.20 5.04 0.57  -0.46

Properties
Energy relative to the best compared isomer or geometry (same formula, charge and spin) (kcal/mol): 32.2
Kohn-Sham gap (eV): 7.891
Charge: -1
DFT total energy (eV): -188804.1581

2.
A cluster of 7 separate species, C37H33BrF6NS in total. Source: the OMol25 dataset; level of theory: ωB97M-V/def2-TZVPD.

Last column: Löwdin charge in e.
Element x y z (Å)
N 4.11 -0.82 5.07  -0.21
C 3.40 0.19 4.24  -1.18
S 1.65 -0.13 4.29  0.45
Br 3.77 1.93 5.25  0.26
H 4.34 -1.57 4.44  0.03
H 4.98 -0.40 5.35  -0.04
H 1.36 -0.50 5.57  -0.19
F -0.03 2.26 -2.57  0.01
C 0.31 2.20 -1.25  -0.29
C 0.94 1.07 -0.77  -0.04
C 1.28 1.03 0.58  -0.07
C 1.00 2.10 1.40  -0.08
C 0.37 3.23 0.89  -0.08
C 0.02 3.29 -0.45  -0.04
H 1.14 0.25 -1.44  0.11
H 1.77 0.16 0.99  0.10
H 1.28 2.05 2.45  0.07
H 0.15 4.06 1.54  0.10
H -0.47 4.16 -0.88  0.11
F -0.16 -1.53 0.04  0.06
C -1.45 -1.88 -0.07  -0.27
C -1.80 -3.21 0.07  -0.01
C -3.14 -3.55 -0.05  -0.09
C -4.09 -2.58 -0.33  -0.10
C -3.71 -1.25 -0.47  -0.08
C -2.38 -0.89 -0.34  0.00
H -1.04 -3.94 0.29  0.11
H -3.43 -4.59 0.06  0.09
H -5.13 -2.86 -0.43  0.09
H -4.45 -0.50 -0.69  0.08
H -2.05 0.14 -0.44  0.12
F 7.06 -0.50 5.88  0.06
C 8.01 0.15 6.56  -0.28
C 7.62 1.01 7.57  0.00
C 8.60 1.69 8.28  -0.09
C 9.95 1.50 7.97  -0.11
C 10.31 0.63 6.95  -0.10
C 9.33 -0.05 6.24  -0.02
H 6.57 1.15 7.77  0.12
H 8.32 2.37 9.07  0.10
H 10.71 2.03 8.52  0.09
H 11.35 0.49 6.70  0.10
H 9.59 -0.74 5.44  0.11
F -3.04 7.30 -6.02  0.04
C -2.05 6.50 -5.54  -0.29
C -0.74 6.90 -5.72  -0.03
C 0.27 6.09 -5.23  -0.08
C -0.04 4.90 -4.58  -0.09
C -1.37 4.52 -4.42  -0.08
C -2.39 5.33 -4.90  -0.02
H -0.53 7.83 -6.23  0.11
H 1.30 6.39 -5.35  0.10
H 0.75 4.27 -4.19  0.10
H -1.60 3.60 -3.91  0.10
H -3.43 5.06 -4.78  0.12
F -6.09 1.02 -0.56  0.05
C -6.93 0.95 -1.61  -0.28
C -7.48 2.12 -2.10  -0.01
C -8.34 2.03 -3.19  -0.09
C -8.64 0.80 -3.75  -0.10
C -8.08 -0.35 -3.23  -0.08
C -7.21 -0.29 -2.15  -0.01
H -7.23 3.06 -1.65  0.12
H -8.77 2.94 -3.59  0.10
H -9.31 0.74 -4.60  0.10
H -8.31 -1.32 -3.67  0.10
H -6.76 -1.17 -1.73  0.11
F -1.98 -6.38 -0.63  0.05
C -0.99 -6.82 -1.43  -0.28
C -1.26 -7.09 -2.75  -0.02
C -0.23 -7.53 -3.56  -0.09
C 1.05 -7.69 -3.05  -0.10
C 1.30 -7.41 -1.71  -0.08
C 0.27 -6.96 -0.89  -0.01
H -2.27 -6.95 -3.13  0.12
H -0.42 -7.74 -4.61  0.10
H 1.85 -8.03 -3.69  0.10
H 2.29 -7.53 -1.31  0.11
H 0.44 -6.73 0.15  0.12

Properties
Kohn-Sham gap (eV): 4.381
Charge: -1
DFT total energy (eV): -137576.4073

3.
A structure of composition C37H33BrGeIrN4O2. Source: the OMol25 dataset; level of theory: ωB97M-V/def2-TZVPD.

Last column: Löwdin charge in e.
Element x y z (Å)
Ir 0.03 0.14 -0.98  1.23
O -1.53 -2.64 1.34  0.05
C -1.76 -2.17 2.61  -0.28
C -2.30 -3.05 3.52  0.01
C -2.51 -2.65 4.84  -0.03
C -2.19 -1.36 5.24  -0.05
C -1.65 -0.48 4.33  -0.04
C -1.42 -0.87 3.01  -0.19
C -0.80 0.12 2.05  -0.36
O 0.22 -0.43 1.22  -0.39
N -1.84 0.68 1.19  0.02
N -1.82 0.56 -0.14  -0.18
C -2.88 0.94 -0.81  -0.14
C -2.99 0.85 -2.19  -0.56
Br -1.55 -0.11 -3.00  1.02
C -3.98 1.28 -3.04  -0.02
C -5.08 2.15 -2.80  -0.21
C -5.19 3.03 -1.70  -0.02
C -6.29 3.84 -1.57  -0.03
C -7.31 3.80 -2.53  0.00
C -7.20 2.97 -3.63  -0.02
C -6.10 2.16 -3.78  0.01
H -1.02 -2.00 0.84  0.04
H -2.55 -4.05 3.19  0.14
H -2.92 -3.35 5.55  0.13
H -2.34 -1.05 6.27  0.12
H -1.37 0.52 4.64  0.13
H -0.40 0.95 2.64  0.15
H -2.67 1.02 1.65  0.17
H -3.74 1.30 -0.27  0.15
H -3.92 0.91 -4.06  0.12
H -4.38 3.12 -0.98  0.11
H -6.37 4.52 -0.73  0.12
H -8.16 4.46 -2.43  0.13
H -7.99 2.95 -4.38  0.13
H -6.02 1.49 -4.63  0.13
N 1.66 -1.19 -1.32  0.02
C 2.29 -0.89 -2.59  -0.23
C 3.03 -1.77 -3.31  0.04
C 3.63 -1.35 -4.53  0.00
C 3.42 -0.08 -4.98  0.03
C 2.62 0.83 -4.25  -0.12
C 2.33 2.15 -4.65  0.07
C 1.55 2.95 -3.85  0.01
C 1.04 2.43 -2.65  -0.08
N 1.27 1.19 -2.26  -0.10
C 2.07 0.39 -3.04  -0.20
H 1.45 -2.19 -1.25  0.12
H 2.29 -0.97 -0.55  0.08
H 3.18 -2.79 -2.96  0.13
H 4.24 -2.04 -5.08  0.13
H 3.87 0.26 -5.92  0.14
H 2.72 2.52 -5.59  0.15
H 1.33 3.98 -4.11  0.13
H 0.43 3.05 -2.00  0.13
Ge 1.67 -1.26 2.39  1.13
C 2.45 0.27 3.21  -0.33
C 3.36 1.08 2.53  -0.11
C 3.98 2.13 3.20  -0.06
C 3.67 2.37 4.54  -0.04
C 2.75 1.57 5.21  -0.04
C 2.14 0.51 4.55  -0.10
C 2.63 -2.43 1.22  -0.36
C 2.02 -3.63 0.84  -0.12
C 2.76 -4.59 0.15  -0.05
C 4.10 -4.36 -0.14  -0.04
C 4.71 -3.17 0.24  -0.05
C 3.98 -2.20 0.93  -0.10
H 0.77 -2.05 3.33  0.06
H 3.59 0.91 1.49  0.09
H 4.70 2.75 2.69  0.12
H 4.16 3.18 5.06  0.12
H 2.52 1.76 6.25  0.12
H 1.45 -0.13 5.09  0.10
H 0.98 -3.83 1.09  0.10
H 2.29 -5.52 -0.13  0.12
H 4.68 -5.12 -0.66  0.12
H 5.76 -3.00 0.03  0.12
H 4.47 -1.30 1.27  0.10

Properties
Energy relative to the best compared isomer or geometry (same formula, charge and spin) (kcal/mol): 32.3
Kohn-Sham gap (alpha / beta) (eV): 4.744 / 4.746
Charge: +3
DFT total energy (eV): -178329.8724

Q: Among the records above, which one has the highest charge?
A: C37H33BrGeIrN4O2

Please write out number 2 again, unchanged.
A cluster of 7 separate species, C37H33BrF6NS in total. Source: the OMol25 dataset; level of theory: ωB97M-V/def2-TZVPD.

Last column: Löwdin charge in e.
Element x y z (Å)
N 4.11 -0.82 5.07  -0.21
C 3.40 0.19 4.24  -1.18
S 1.65 -0.13 4.29  0.45
Br 3.77 1.93 5.25  0.26
H 4.34 -1.57 4.44  0.03
H 4.98 -0.40 5.35  -0.04
H 1.36 -0.50 5.57  -0.19
F -0.03 2.26 -2.57  0.01
C 0.31 2.20 -1.25  -0.29
C 0.94 1.07 -0.77  -0.04
C 1.28 1.03 0.58  -0.07
C 1.00 2.10 1.40  -0.08
C 0.37 3.23 0.89  -0.08
C 0.02 3.29 -0.45  -0.04
H 1.14 0.25 -1.44  0.11
H 1.77 0.16 0.99  0.10
H 1.28 2.05 2.45  0.07
H 0.15 4.06 1.54  0.10
H -0.47 4.16 -0.88  0.11
F -0.16 -1.53 0.04  0.06
C -1.45 -1.88 -0.07  -0.27
C -1.80 -3.21 0.07  -0.01
C -3.14 -3.55 -0.05  -0.09
C -4.09 -2.58 -0.33  -0.10
C -3.71 -1.25 -0.47  -0.08
C -2.38 -0.89 -0.34  0.00
H -1.04 -3.94 0.29  0.11
H -3.43 -4.59 0.06  0.09
H -5.13 -2.86 -0.43  0.09
H -4.45 -0.50 -0.69  0.08
H -2.05 0.14 -0.44  0.12
F 7.06 -0.50 5.88  0.06
C 8.01 0.15 6.56  -0.28
C 7.62 1.01 7.57  0.00
C 8.60 1.69 8.28  -0.09
C 9.95 1.50 7.97  -0.11
C 10.31 0.63 6.95  -0.10
C 9.33 -0.05 6.24  -0.02
H 6.57 1.15 7.77  0.12
H 8.32 2.37 9.07  0.10
H 10.71 2.03 8.52  0.09
H 11.35 0.49 6.70  0.10
H 9.59 -0.74 5.44  0.11
F -3.04 7.30 -6.02  0.04
C -2.05 6.50 -5.54  -0.29
C -0.74 6.90 -5.72  -0.03
C 0.27 6.09 -5.23  -0.08
C -0.04 4.90 -4.58  -0.09
C -1.37 4.52 -4.42  -0.08
C -2.39 5.33 -4.90  -0.02
H -0.53 7.83 -6.23  0.11
H 1.30 6.39 -5.35  0.10
H 0.75 4.27 -4.19  0.10
H -1.60 3.60 -3.91  0.10
H -3.43 5.06 -4.78  0.12
F -6.09 1.02 -0.56  0.05
C -6.93 0.95 -1.61  -0.28
C -7.48 2.12 -2.10  -0.01
C -8.34 2.03 -3.19  -0.09
C -8.64 0.80 -3.75  -0.10
C -8.08 -0.35 -3.23  -0.08
C -7.21 -0.29 -2.15  -0.01
H -7.23 3.06 -1.65  0.12
H -8.77 2.94 -3.59  0.10
H -9.31 0.74 -4.60  0.10
H -8.31 -1.32 -3.67  0.10
H -6.76 -1.17 -1.73  0.11
F -1.98 -6.38 -0.63  0.05
C -0.99 -6.82 -1.43  -0.28
C -1.26 -7.09 -2.75  -0.02
C -0.23 -7.53 -3.56  -0.09
C 1.05 -7.69 -3.05  -0.10
C 1.30 -7.41 -1.71  -0.08
C 0.27 -6.96 -0.89  -0.01
H -2.27 -6.95 -3.13  0.12
H -0.42 -7.74 -4.61  0.10
H 1.85 -8.03 -3.69  0.10
H 2.29 -7.53 -1.31  0.11
H 0.44 -6.73 0.15  0.12

Properties
Kohn-Sham gap (eV): 4.381
Charge: -1
DFT total energy (eV): -137576.4073

Please write out number 2 again, unchanged.
A cluster of 7 separate species, C37H33BrF6NS in total. Source: the OMol25 dataset; level of theory: ωB97M-V/def2-TZVPD.

Last column: Löwdin charge in e.
Element x y z (Å)
N 4.11 -0.82 5.07  -0.21
C 3.40 0.19 4.24  -1.18
S 1.65 -0.13 4.29  0.45
Br 3.77 1.93 5.25  0.26
H 4.34 -1.57 4.44  0.03
H 4.98 -0.40 5.35  -0.04
H 1.36 -0.50 5.57  -0.19
F -0.03 2.26 -2.57  0.01
C 0.31 2.20 -1.25  -0.29
C 0.94 1.07 -0.77  -0.04
C 1.28 1.03 0.58  -0.07
C 1.00 2.10 1.40  -0.08
C 0.37 3.23 0.89  -0.08
C 0.02 3.29 -0.45  -0.04
H 1.14 0.25 -1.44  0.11
H 1.77 0.16 0.99  0.10
H 1.28 2.05 2.45  0.07
H 0.15 4.06 1.54  0.10
H -0.47 4.16 -0.88  0.11
F -0.16 -1.53 0.04  0.06
C -1.45 -1.88 -0.07  -0.27
C -1.80 -3.21 0.07  -0.01
C -3.14 -3.55 -0.05  -0.09
C -4.09 -2.58 -0.33  -0.10
C -3.71 -1.25 -0.47  -0.08
C -2.38 -0.89 -0.34  0.00
H -1.04 -3.94 0.29  0.11
H -3.43 -4.59 0.06  0.09
H -5.13 -2.86 -0.43  0.09
H -4.45 -0.50 -0.69  0.08
H -2.05 0.14 -0.44  0.12
F 7.06 -0.50 5.88  0.06
C 8.01 0.15 6.56  -0.28
C 7.62 1.01 7.57  0.00
C 8.60 1.69 8.28  -0.09
C 9.95 1.50 7.97  -0.11
C 10.31 0.63 6.95  -0.10
C 9.33 -0.05 6.24  -0.02
H 6.57 1.15 7.77  0.12
H 8.32 2.37 9.07  0.10
H 10.71 2.03 8.52  0.09
H 11.35 0.49 6.70  0.10
H 9.59 -0.74 5.44  0.11
F -3.04 7.30 -6.02  0.04
C -2.05 6.50 -5.54  -0.29
C -0.74 6.90 -5.72  -0.03
C 0.27 6.09 -5.23  -0.08
C -0.04 4.90 -4.58  -0.09
C -1.37 4.52 -4.42  -0.08
C -2.39 5.33 -4.90  -0.02
H -0.53 7.83 -6.23  0.11
H 1.30 6.39 -5.35  0.10
H 0.75 4.27 -4.19  0.10
H -1.60 3.60 -3.91  0.10
H -3.43 5.06 -4.78  0.12
F -6.09 1.02 -0.56  0.05
C -6.93 0.95 -1.61  -0.28
C -7.48 2.12 -2.10  -0.01
C -8.34 2.03 -3.19  -0.09
C -8.64 0.80 -3.75  -0.10
C -8.08 -0.35 -3.23  -0.08
C -7.21 -0.29 -2.15  -0.01
H -7.23 3.06 -1.65  0.12
H -8.77 2.94 -3.59  0.10
H -9.31 0.74 -4.60  0.10
H -8.31 -1.32 -3.67  0.10
H -6.76 -1.17 -1.73  0.11
F -1.98 -6.38 -0.63  0.05
C -0.99 -6.82 -1.43  -0.28
C -1.26 -7.09 -2.75  -0.02
C -0.23 -7.53 -3.56  -0.09
C 1.05 -7.69 -3.05  -0.10
C 1.30 -7.41 -1.71  -0.08
C 0.27 -6.96 -0.89  -0.01
H -2.27 -6.95 -3.13  0.12
H -0.42 -7.74 -4.61  0.10
H 1.85 -8.03 -3.69  0.10
H 2.29 -7.53 -1.31  0.11
H 0.44 -6.73 0.15  0.12

Properties
Kohn-Sham gap (eV): 4.381
Charge: -1
DFT total energy (eV): -137576.4073